[1]
{
  "formula": "C31H42N10O5",
  "method": "wB97M-V/def2-TZVPD",
  "max_force_ev_per_a": 0.9,
  "homo_ev": -10.00,
  "smiles": "C=CC1=C(CCCOC(C)=O)C(=O)OC1=O.CC#N.CC#N.CC#N.CC#N.CC#N.CC#N.CC#N.CC#N.CC#N.CC#N",
  "e_above_lowest_kj_mol": 30.7,
  "lumo_energy_ha": -0.0512,
  "symbols": ["C", "C", "C", "C", "C", "C", "C", "O", "C", "C", "O", "C", "O", "O", "C", "O", "H", "H", "H", "H", "H", "H", "H", "H", "H", "H", "H", "H", "C", "C", "N", "H", "H", "H", "C", "C", "N", "H", "H", "H", "C", "C", "N", "H", "H", "H", "C", "C", "N", "H", "H", "H", "C", "C", "N", "H", "H", "H", "C", "C", "N", "H", "H", "H", "C", "C", "N", "H", "H", "H", "C", "C", "N", "H", "H", "H", "C", "C", "N", "H", "H", "H", "C", "C", "N", "H", "H", "H"],
  "xyz": [[0.7127, -1.2202, 3.3694], [1.6438, -0.5374, 2.6880], [1.4766, 0.6809, 1.9081], [0.4276, 1.4546, 1.5511], [-0.9949, 1.3410, 1.9820], [-2.0761, 1.6904, 0.9292], [-2.7112, 0.4234, 0.3747], [-1.9648, -0.0692, -0.7628], [-0.9774, -0.9536, -0.4792], [0.2751, -0.7319, -1.2872], [-1.0911, -1.8354, 0.3353], [0.9397, 2.4395, 0.5558], [0.4142, 3.3394, -0.0058], [2.2853, 2.1167, 0.2783], [2.6859, 1.3459, 1.3357], [3.7820, 1.3816, 1.8036], [0.9238, -2.2402, 3.6735], [-0.2258, -0.8020, 3.7072], [2.6342, -0.9809, 2.6178], [-1.1798, 0.3430, 2.3767], [-1.1087, 2.0219, 2.8372], [-2.8727, 2.2424, 1.4311], [-1.6868, 2.2989, 0.1175], [-3.7208, 0.6315, 0.0179], [-2.8115, -0.3423, 1.1416], [0.3294, 0.2966, -1.6419], [1.1425, -0.9635, -0.6709], [0.2814, -1.4179, -2.1366], [-3.5169, -1.5436, -3.2543], [-4.6298, -1.4313, -4.1873], [-5.4952, -1.3425, -4.9399], [-3.2055, -0.5546, -2.9234], [-3.8142, -2.1313, -2.3881], [-2.6854, -2.0397, -3.7443], [-3.9176, 1.9468, 4.5080], [-4.3627, 0.9330, 3.5612], [-4.7128, 0.1374, 2.8080], [-3.2288, 1.5067, 5.2288], [-3.4242, 2.7532, 3.9750], [-4.7750, 2.3507, 5.0407], [-2.2804, -4.2745, -7.0411], [-2.1998, -4.2469, -5.5858], [-2.1501, -4.2249, -4.4372], [-2.1314, -3.2719, -7.4367], [-1.5133, -4.9353, -7.4398], [-3.2603, -4.6357, -7.3464], [-7.0064, 5.4088, 3.6162], [-5.7598, 4.8114, 3.1527], [-4.7804, 4.3407, 2.7782], [-7.1467, 6.3782, 3.1428], [-7.8417, 4.7607, 3.3586], [-6.9743, 5.5401, 4.6960], [5.7690, 1.0774, -0.8881], [5.0539, 0.0916, -1.6869], [4.4881, -0.7000, -2.3004], [6.6786, 0.6394, -0.4810], [6.0355, 1.9322, -1.5074], [5.1375, 1.4144, -0.0689], [-0.1943, -5.0757, 1.9937], [-0.0490, -4.9012, 3.4340], [0.0721, -4.7641, 4.5693], [-0.0133, -4.1223, 1.4978], [0.5209, -5.8130, 1.6345], [-1.2031, -5.4075, 1.7575], [9.2197, 3.4327, -1.4508], [9.2304, 2.0282, -1.0568], [9.2397, 0.9209, -0.7450], [8.3671, 3.6300, -2.0979], [9.1510, 4.0637, -0.5669], [10.1355, 3.6695, -1.9883], [5.0354, 3.8508, 3.1776], [5.4179, 5.2534, 3.0515], [5.7260, 6.3564, 2.9507], [4.1810, 3.7583, 3.8454], [4.7714, 3.4493, 2.2047], [5.8664, 3.2775, 3.5840], [6.8022, -2.8477, -0.6466], [6.8459, -4.2460, -0.2346], [6.8803, -5.3482, 0.0903], [5.9361, -2.6746, -1.2824], [6.7344, -2.2082, 0.2321], [7.7059, -2.5954, -1.1985], [-8.8844, -2.4888, -4.5493], [-9.8491, -3.1810, -5.3964], [-10.6093, -3.7266, -6.0642], [-9.1327, -1.4309, -4.4949], [-8.9049, -2.9123, -3.5469], [-7.8817, -2.5909, -4.9603]]
}

=====

[2]
{
  "formula": "C7H6O3S",
  "method": "wB97M-V/def2-TZVPD",
  "max_force_ev_per_a": 4.9,
  "homo_ev": -9.00,
  "e_above_lowest_kj_mol": 395.0,
  "lumo_energy_ha": -0.0227,
  "symbols": ["C", "C", "C", "C", "C", "C", "C", "O", "O", "O", "S", "H", "H", "H", "H", "H", "H"],
  "xyz": [[0.0591, 1.1325, -0.9440], [-0.5413, 0.3318, -1.8141], [0.4699, 0.7171, 0.3810], [0.3048, -0.5294, 0.5487], [1.1359, 1.6454, 1.3086], [-0.5017, -1.1621, -1.6325], [-0.4675, -1.5964, -0.1690], [1.2975, 2.8281, 1.2153], [-0.1917, 0.9671, 3.3301], [1.2102, -0.6986, 2.4065], [1.1558, 0.7445, 2.9609], [-0.1912, 2.1695, -0.8707], [-1.1791, 0.6289, -2.6797], [-1.2865, -1.6983, -2.0348], [0.3625, -1.4336, -2.2013], [-0.1480, -2.5382, -0.0829], [-1.4886, -1.5084, 0.2778]]
}

=====

[3]
{
  "formula": "C11H20N2O2",
  "method": "wB97M-V/def2-TZVPD",
  "max_force_ev_per_a": 4.4,
  "homo_ev": -17.17,
  "smiles": "CCO[C@H](O)[C@@H]1C([NH2+]C)=C2[NH2+][C@@]23CC[C@@H]13",
  "e_above_lowest_kj_mol": 65.0,
  "lumo_energy_ha": -0.2995,
  "charge": 2,
  "symbols": ["C", "C", "O", "C", "O", "C", "C", "N", "C", "C", "N", "C", "C", "C", "C", "H", "H", "H", "H", "H", "H", "H", "H", "H", "H", "H", "H", "H", "H", "H", "H", "H", "H", "H", "H"],
  "xyz": [[-3.8693, 0.8923, 0.5601], [-2.5885, 1.0385, 1.3743], [-1.5955, 0.1898, 0.6191], [-1.1084, 0.8357, -0.5324], [-1.8831, 0.3980, -1.6066], [0.3732, 0.4656, -0.8618], [0.5679, -1.0323, -0.6196], [-0.5110, -1.9064, -0.8407], [-0.3151, -3.3107, -0.2491], [1.7424, -1.2401, -0.0106], [2.4993, -1.0772, 1.2480], [2.4177, 0.0869, 0.3760], [3.5155, 0.9510, -0.1108], [2.4957, 2.0674, -0.3490], [1.3069, 1.1749, 0.1722], [-4.0594, 1.7820, 0.0274], [-3.8649, -0.1061, 0.0731], [-4.7086, 0.9437, 1.1552], [-2.4336, 0.4882, 2.2754], [-2.3031, 2.0341, 1.5463], [-1.2196, 1.8679, -0.5402], [-2.2924, 1.1907, -2.0522], [0.7335, 0.5891, -1.9646], [-1.3156, -1.3171, -0.3998], [-0.8844, -1.8202, -1.8940], [0.7264, -3.3275, -0.1416], [-0.8146, -3.5360, 0.6344], [-0.7021, -3.9917, -1.0028], [1.9197, -1.2148, 2.0890], [3.4464, -1.5504, 1.3872], [4.1593, 0.4716, -1.0297], [4.3406, 1.3056, 0.5066], [2.7636, 2.9110, 0.4424], [2.5587, 2.3543, -1.4125], [0.9028, 1.3924, 1.1315]]
}